[1]
Formula: C4H3NO
Source: OMol25
Level of theory: the ωB97M-V functional and the def2-TZVPD basis

Summary:
HOMO-LUMO gap (spin up / spin down)	7.72 / 7.72	eV
HOMO energy (spin up / spin down)	-9.049 / -9.046	eV
spin multiplicity	1

Each line ends with the natural charge from an NBO analysis.
Positions of all 9 atoms, in Å:
C 1.516 1.460 -0.253  0.3480
C 1.774 0.999 -1.508  0.0298
C 0.196 0.068 0.210  0.4563
C -0.970 -0.677 0.546  -0.7443
N 0.889 0.990 0.768  -0.4400
O 0.795 0.103 -1.436  -0.4551
H -1.719 -0.197 1.237  0.2650
H -0.804 -1.778 0.771  0.2642
H -1.676 -0.967 -0.335  0.2760


[2]
Formula: C4H3NO
Source: OMol25
Level of theory: the ωB97M-V functional and the def2-TZVPD basis

Summary:
HOMO-LUMO gap	8.48	eV
HOMO energy	-7.783	eV
spin multiplicity	1

Each line ends with the natural charge from an NBO analysis.
Positions of all 9 atoms, in Å:
C 0.036 -0.653 -0.408  -0.4687
C 1.030 0.343 -0.887  -0.5337
C -0.873 -0.484 0.509  0.4637
C 1.157 1.435 -0.192  0.7067
N -1.706 -0.518 1.356  -0.6346
O 1.289 2.313 0.598  -0.4562
H 0.165 -1.728 -0.550  0.2559
H 1.531 0.112 -1.795  0.2667
H -2.629 -0.819 1.369  0.4002


[3]
Formula: C4H3NO
Source: OMol25
Level of theory: the ωB97M-V functional and the def2-TZVPD basis

Summary:
HOMO-LUMO gap	8.52	eV
HOMO energy	-9.723	eV
spin multiplicity	1

Each line ends with the natural charge from an NBO analysis.
Positions of all 9 atoms, in Å:
O -1.179 1.332 -0.553  -0.5773
C -0.430 0.297 -0.797  0.2596
C 0.926 0.377 -0.385  -0.2296
C 2.117 0.342 -0.174  -0.0677
C -1.346 -1.616 0.698  0.0232
N -1.535 -2.120 1.725  -0.3614
H -0.701 2.065 -0.124  0.4814
H -1.114 -1.040 -0.301  0.2249
H 3.169 0.343 0.011  0.2469


[4]
Formula: C4H3NO
Source: OMol25
Level of theory: the ωB97M-V functional and the def2-TZVPD basis

Summary:
HOMO-LUMO gap	9.69	eV
HOMO energy	-9.521	eV
spin multiplicity	1

Each line ends with the natural charge from an NBO analysis.
Positions of all 9 atoms, in Å:
C -0.397 0.645 0.073  -0.4543
C -1.702 0.004 -0.037  0.4034
C 0.641 -0.169 0.032  0.1619
C 1.303 -1.472 -0.066  0.1979
N 1.996 -0.347 0.016  -0.5353
O -1.871 -1.188 0.021  -0.5294
H -0.314 1.719 0.130  0.2234
H -2.546 0.700 -0.212  0.1054
H 2.890 0.108 0.043  0.4271


Number 1: strongest force on any atom 4.88 eV/Å, calculated total energy -283.9371 a.u.. Number 2: strongest force on any atom 3.21 eV/Å, calculated total energy -284.1126 a.u.. Number 3: strongest force on any atom 1.38 eV/Å, calculated total energy -284.0105 a.u.. Number 4: strongest force on any atom 1.21 eV/Å, calculated total energy -284.0501 a.u..